95
Properties=species:S:1:pos:R:3 method="wB97M-V/def2-TZVPD" smiles="[H]/N=C/CN1C(=O)c2c(Cl)c(CCCCOC(C)=O)c(CCOC=O)c(C(F)(F)C(F)(F)C(F)(F)C(F)(F)F)c2C1=O.COP(=O)(OC)OC.COP(=O)(OC)OC" homo_energy_ev=-9.506 homo_lumo_gap_ev=7.09
C -5.8788 -1.6817 -0.7700
C -5.6720 -3.2232 -1.0197
O -5.7345 -3.6525 -2.1317
O -5.4036 -4.0288 0.0798
C -4.0096 -4.4402 0.0250
C -3.0651 -3.2676 0.4961
C -1.8209 -3.1782 -0.4759
C -1.7224 -1.7704 -1.2522
C -0.3073 -1.2006 -0.9965
C -0.2390 -0.0771 -0.0613
Cl -1.6548 0.6373 0.7168
C 1.0370 0.4955 0.2241
C 2.2458 -0.0767 -0.3835
C 2.2262 -1.1721 -1.3002
C 3.5532 -1.6983 -1.8803
F 4.6736 -1.2338 -1.2617
F 3.5595 -3.0784 -1.6762
C 3.7644 -1.3868 -3.4253
F 3.4403 -0.0673 -3.6333
F 3.0831 -2.2396 -4.2387
C 5.2922 -1.5124 -3.8583
F 5.8521 -2.6492 -3.3335
F 6.0052 -0.3983 -3.5576
C 5.4298 -1.6921 -5.4407
F 4.6839 -0.8169 -6.1378
F 5.2631 -2.9725 -5.8272
F 6.7437 -1.3977 -5.7208
C 0.9044 -1.7245 -1.6248
C 0.7239 -2.8765 -2.6362
C 0.1855 -2.2730 -3.9817
O 0.0755 -3.3058 -5.0260
C -1.0076 -2.9120 -5.8137
O -0.9998 -1.8896 -6.4236
C 3.3543 0.8132 0.2397
O 4.4626 0.6384 0.6138
N 2.6966 2.1145 0.4208
C 2.3918 2.8683 -0.8075
C 3.4034 4.0089 -1.1263
N 3.8858 4.7846 -0.2465
C 1.4794 1.7041 1.1146
O 0.9692 2.1869 2.0613
H -6.8773 -1.3901 -1.1543
H -5.0365 -1.1705 -1.3007
H -5.7538 -1.5147 0.3248
H -3.9251 -5.3469 0.6727
H -3.7849 -4.7897 -1.0175
H -2.6869 -3.5552 1.5126
H -3.5878 -2.2929 0.6077
H -0.8969 -3.2960 0.1451
H -1.8083 -3.9973 -1.2403
H -2.5438 -1.1295 -0.8715
H -1.9409 -1.9953 -2.3184
H 1.6365 -3.4673 -2.8539
H -0.0392 -3.6098 -2.2672
H 0.8615 -1.4841 -4.4028
H -0.8170 -1.7998 -3.8941
H -1.9492 -3.5192 -5.8700
H 1.4018 3.3788 -0.6414
H 2.2763 2.2463 -1.7301
H 3.6595 4.1521 -2.2122
H 4.4798 5.4335 -0.7750
C -0.1934 8.8770 -1.7284
O -0.7775 7.9779 -0.7755
P 0.1902 7.6965 0.6120
O 0.6233 6.3383 0.0925
O -1.1492 7.5745 1.5541
C -2.4747 7.7696 1.0796
O 1.1454 7.6211 2.0050
C 1.0700 6.4241 2.7763
H -0.8709 8.9739 -2.5752
H -0.0531 9.8611 -1.2767
H 0.7680 8.4901 -2.0758
H -2.7535 6.9780 0.3838
H -2.5820 8.7483 0.6133
H -3.1484 7.7279 1.9353
H 1.4983 5.5838 2.2300
H 0.0472 6.2017 3.0750
H 1.6690 6.5809 3.6749
C -1.7131 -5.9375 6.3322
O -1.0777 -4.8886 5.5858
P -1.7007 -3.3279 5.8991
O -2.5216 -3.2897 4.6286
O -0.2282 -2.6373 5.7003
C 0.9546 -3.3642 5.3915
O -2.2791 -1.8846 6.5561
C -2.2881 -0.7509 5.6965
H -1.2620 -6.8869 6.0494
H -1.5598 -5.7806 7.4017
H -2.7833 -5.9650 6.1130
H 0.8925 -3.7900 4.3896
H 1.1376 -4.1429 6.1308
H 1.7936 -2.6696 5.4182
H -3.0135 -0.8800 4.8930
H -1.3001 -0.5497 5.2862
H -2.5981 0.1099 6.2912